# 1
# C4H8NO

A cluster of 2 separate species, C4H8NO in total (wB97M-V/def2-TZVPD, OMol25).

Results
Lowest unoccupied orbital energy in eV: -5.75
Charge: +1
Energy relative to the best compared isomer or geometry (same formula, charge and spin) in kcal per mole: 104.46
E_HOMO in eV: -14.459
Calculated total energy in Ha: -286.77602

Last column: natural (NBO) charge in e.
Cartesian coordinates (Å):
C: 1.244 -2.081 -0.984  0.488
H: -2.042 -1.021 -0.970  0.177
C: 0.575 1.164 1.029  -0.618
H: -0.770 -0.455 1.594  0.248
C: -0.526 -0.340 -0.653  0.305
H: -0.822 1.316 -1.480  0.510
N: 0.393 -1.365 -0.644  -0.220
H: 1.452 0.607 0.789  0.198
H: 1.853 -2.942 -0.970  0.296
H: 0.556 1.460 2.052  0.244
O: -0.370 0.482 -1.717  -0.660
H: -1.540 0.857 0.690  0.226
C: -0.691 0.298 0.784  -0.417
H: 0.689 2.019 0.480  0.222

=====

# 2
# C4H7NS

An isolated molecule of C4H7NS (wB97M-V/def2-TZVPD, OMol25).

Results
Lowest unoccupied orbital energy in eV: 0.44
Charge: 0
Energy relative to the best compared isomer or geometry (same formula, charge and spin) in kcal per mole: 32.06
E_HOMO in eV: -8.462
Calculated total energy in Ha: -609.50740
SMILES: C=CN(C)C=S

Last column: natural (NBO) charge in e.
Cartesian coordinates (Å):
N: 0.032 0.171 0.441  -0.400
H: 2.039 -0.597 0.606  0.227
C: -1.096 -0.345 -0.190  -0.005
H: -0.415 -0.839 -2.124  0.202
H: -2.200 -1.337 -1.674  0.221
H: -1.003 1.159 1.786  0.181
S: 1.245 1.715 2.284  -0.168
C: 1.428 -0.086 -0.115  -0.416
H: -2.077 -0.168 0.317  0.209
C: -0.040 1.027 1.469  -0.025
H: 1.908 0.843 -0.381  0.225
H: 1.372 -0.653 -1.025  0.206
C: -1.191 -0.892 -1.392  -0.458

=====

# 3
# C6H7N

A structure of composition C6H7N (wB97M-V/def2-TZVPD, OMol25).

Results
Lowest unoccupied orbital energy (alpha / beta) in eV: -0.37 / -0.37
Charge: 0
Energy relative to the best compared isomer or geometry (same formula, charge and spin) in kcal per mole: 175.79
E_HOMO (alpha / beta) in eV: -7.908 / -7.908
Calculated total energy in Ha: -287.30710

Last column: natural (NBO) charge in e.
Cartesian coordinates (Å):
C: -0.242 -0.204 -2.037  -0.543
C: 0.293 -0.883 1.474  -0.032
N: 0.607 -1.723 0.416  -0.592
C: -0.161 0.173 0.694  -0.037
H: -0.227 -0.934 -2.841  0.254
C: 0.365 -0.546 -0.536  -0.070
H: -1.111 0.391 -1.643  0.262
H: 1.479 -2.357 0.395  0.392
H: -0.808 1.793 1.773  0.230
H: 0.420 2.087 0.520  0.232
C: -0.473 1.591 0.754  -0.649
C: 1.205 0.075 -1.508  0.129
H: 0.003 -1.175 2.468  0.210
H: -1.350 1.712 0.072  0.215

=====

# 4
# C19H14BrN4O2PdSSe4

A structure of composition C19H14BrN4O2PdSSe4 (wB97M-V/def2-TZVPD, OMol25).

Results
⟨S²⟩: 2.02
Lowest unoccupied orbital energy (alpha / beta) in eV: 1.75 / 0.44
Charge: -1
E_HOMO (alpha / beta) in eV: -3.023 / -4.992
Calculated total energy in Ha: -13807.89120
Spin multiplicity: 3

Last column: natural (NBO) charge in e.
Cartesian coordinates (Å):
C: -2.998 -1.069 0.880  0.100
C: -1.988 6.296 0.228  -0.253
H: 1.208 -4.711 1.952  0.243
H: -2.638 0.965 -1.635  0.227
H: -4.753 -1.452 2.037  0.230
N: -2.419 -0.407 -0.122  -0.471
C: -2.215 4.937 0.391  -0.065
Se: 3.295 -0.212 1.075  -0.083
C: -5.106 -0.057 0.441  -0.091
Pd: -0.213 -0.153 0.096  0.740
H: -0.945 -4.673 -1.802  0.207
C: -4.511 0.617 -0.623  -0.213
C: 0.718 -4.197 1.138  -0.234
Se: 2.003 0.100 -0.815  -0.275
C: 0.667 -2.836 1.123  -0.001
C: 0.143 -4.959 0.077  -0.139
C: -0.478 -2.827 -0.897  0.007
Se: 2.205 1.090 2.696  0.060
H: 1.363 6.225 -0.238  0.211
C: 0.174 -6.374 0.046  0.045
H: -0.075 -6.535 -1.972  0.361
O: -0.426 1.849 -0.123  -0.744
N: -0.314 -7.000 -1.107  -0.825
C: -1.163 4.021 0.328  -0.107
C: -5.269 1.477 -1.475  0.284
S: 0.694 -7.353 1.323  -0.351
Br: -4.019 4.395 0.628  0.060
H: -6.156 0.094 0.651  0.227
C: -4.334 -0.909 1.202  -0.254
H: 1.123 -2.255 1.911  0.213
O: -2.124 2.073 1.332  -0.682
N: -5.877 2.153 -2.178  -0.302
C: -0.700 6.757 0.011  -0.202
C: -0.460 -4.189 -0.966  -0.272
C: 0.356 5.865 -0.061  -0.228
H: -0.528 7.820 -0.108  0.208
H: 0.928 3.788 0.018  0.247
H: -0.076 -7.979 -1.118  0.387
C: -1.295 2.529 0.552  0.751
C: 0.123 4.507 0.086  -0.172
Se: 0.119 0.357 2.792  -0.109
C: -3.151 0.425 -0.849  0.126
N: 0.055 -2.127 0.136  -0.507
H: -2.823 6.982 0.268  0.222
H: -2.358 -1.747 1.431  0.224
H: -0.940 -2.242 -1.678  0.200

=====

# 5
# C4H9O2

The ion C4H9O2 with charge +1 (wB97M-V/def2-TZVPD, OMol25).

Results
Lowest unoccupied orbital energy in eV: -3.77
Charge: +1
Energy relative to the best compared isomer or geometry (same formula, charge and spin) in kcal per mole: 21.08
E_HOMO in eV: -16.925
Calculated total energy in Ha: -307.95818

Last column: natural (NBO) charge in e.
Cartesian coordinates (Å):
C: 1.201 -0.279 -1.491  -0.303
H: -0.525 -2.035 -0.601  0.226
C: 0.074 0.395 0.676  0.903
H: 1.310 -1.358 -1.591  0.235
C: -1.256 -1.374 -0.210  -0.306
H: -2.215 -1.830 0.087  0.256
H: 0.370 0.204 -2.205  0.234
C: 0.150 1.486 1.717  -0.699
H: -1.627 -0.787 -1.073  0.211
H: 2.188 0.210 -1.870  0.258
H: -0.934 1.646 2.100  0.266
O: -0.978 -0.288 0.776  -0.393
H: 0.776 1.228 2.542  0.278
O: 0.983 0.381 -0.168  -0.427
H: 0.482 2.401 1.310  0.263

=====

# 6
# C32H25Cl3F12GeNO3OsS6

A structure of composition C32H25Cl3F12GeNO3OsS6 (wB97M-V/def2-TZVPD, OMol25).

Results
⟨S²⟩: 8.78
Lowest unoccupied orbital energy (alpha / beta) in eV: -0.02 / -3.59
Charge: 0
Energy relative to the best compared isomer or geometry (same formula, charge and spin) in kcal per mole: 0.00
E_HOMO (alpha / beta) in eV: -7.592 / -7.445
Calculated total energy in Ha: -8650.65863
Spin multiplicity: 6

Last column: Löwdin charge in e.
Cartesian coordinates (Å):
C: -2.188 -3.241 -0.608  -0.007
C: -1.538 -2.245 0.159  -0.213
S: -0.033 5.978 2.088  0.819
O: 1.154 -0.015 -0.716  -0.643
O: -0.003 -0.468 2.046  -0.282
H: 4.972 -0.545 2.554  0.120
O: -2.145 1.827 -0.298  -0.388
C: -1.667 -0.710 -1.663  -0.249
C: -0.132 3.791 0.367  -1.036
C: 0.153 4.824 -2.027  -1.460
C: 3.268 0.375 -2.231  -0.207
Cl: 1.194 -4.852 -0.641  0.161
H: 4.991 2.085 4.646  0.089
H: -0.731 -4.297 2.747  0.125
H: 4.506 3.697 2.311  0.120
C: -1.708 -4.960 0.995  -0.293
C: -4.195 0.563 -0.401  -0.536
C: -2.401 0.388 -2.181  -0.060
C: -0.994 -1.765 3.757  -0.553
H: -1.156 1.176 -6.029  0.089
H: 6.139 0.849 4.136  0.078
F: -5.262 1.308 -0.117  0.173
S: 0.363 5.027 -3.637  0.545
H: 6.400 2.544 3.697  0.083
C: -1.640 0.211 -5.888  -0.036
H: -2.232 -7.025 0.763  0.079
C: 1.209 -2.302 2.627  -0.550
F: 1.868 -1.514 3.475  0.184
C: 3.468 2.561 0.843  -0.083
C: -1.674 -0.139 -4.437  -0.241
H: -2.705 -5.279 -0.875  0.120
H: -0.721 -6.728 1.639  0.085
F: -2.906 3.286 -2.571  0.135
F: 1.350 -3.550 3.084  0.164
F: -4.792 2.262 -2.591  0.173
C: -1.738 -6.371 1.476  -0.039
C: -0.966 -1.497 -2.586  -0.059
C: -3.745 2.570 -1.816  -0.570
H: 3.815 -0.423 -1.741  0.001
H: -1.584 5.839 3.856  0.035
H: -2.644 0.286 -6.296  0.086
C: -3.068 1.328 -1.180  -0.323
C: 4.832 1.594 2.590  -0.256
F: 1.886 -2.261 1.469  0.066
Os: -0.906 0.611 0.710  1.591
H: -1.507 4.287 2.995  -0.019
H: 3.027 3.429 0.374  0.111
Ge: 1.985 -2.849 -1.306  0.120
F: -4.169 3.406 -0.867  0.174
F: -0.740 -0.659 4.452  0.174
N: -1.549 -0.957 -0.301  -0.109
C: -0.233 -1.762 2.385  -0.318
C: 4.290 2.705 1.945  -0.024
C: -0.988 -2.661 1.401  -0.067
S: -0.051 2.629 1.635  0.614
H: -1.090 -0.533 -6.456  0.077
C: 3.761 0.178 0.956  -0.077
C: 5.647 1.771 3.834  -0.042
H: 2.698 -0.017 -3.067  0.045
H: -2.400 5.662 2.288  0.044
C: -1.125 -3.983 1.794  -0.011
H: -2.262 -6.425 2.429  0.088
C: 4.564 0.331 2.072  -0.016
C: -2.415 0.634 -3.544  0.042
S: -0.206 3.276 -1.311  0.882
S: 0.212 6.128 -0.873  0.919
H: 3.947 1.148 -2.568  0.066
S: 2.086 1.120 -1.056  0.907
Cl: 1.980 -3.173 -3.563  0.088
H: 3.555 -0.806 0.565  0.044
C: -0.935 -1.199 -3.928  -0.029
H: -0.398 -2.333 -2.211  0.032
C: -1.546 5.363 2.883  -0.380
H: -0.326 -1.807 -4.578  0.082
F: -3.737 0.108 0.781  0.115
F: -0.675 -2.794 4.555  0.163
H: -2.669 -2.941 -1.526  0.122
F: -2.318 -1.818 3.576  0.170
H: -2.985 1.453 -3.954  0.124
C: 3.209 1.291 0.350  -0.378
Cl: 4.183 -3.084 -0.916  0.107
F: -4.650 -0.496 -1.079  0.171
C: -2.238 -4.557 -0.225  -0.039
C: -0.024 5.143 0.553  -1.006

=====

| no. | maximum force (eV Å⁻¹) |
| --- | --- |
| 1 | 6.1 |
| 2 | 3.0 |
| 3 | 4.0 |
| 4 | 0.7 |
| 5 | 4.4 |
| 6 | 2.2 |